Model P:
Entry from the OMol25 dataset: 2 unconnected molecules or ions with the total composition C4H11NO (the ωB97M-V functional and the def2-TZVPD basis).

Output
HOMO energy: -8.155 eV
LUMO: 0.92 eV

Last column: Mulliken charge in e.
Atoms and positions in Å:
C1 2.7214 -0.6076 0.8651  -0.9024
C2 2.0465 0.0806 -0.2952  0.1346
O1 2.0167 1.2668 -0.5380  -0.4702
H1 2.0705 -1.4428 1.1552  0.2961
H2 3.6190 -1.0102 0.4163  0.2952
H3 2.7799 -0.0705 1.8034  0.3013
H4 1.7832 -0.5602 -1.1543  0.3525
C3 -2.3197 -0.1222 1.2194  -0.7585
N1 -1.6044 -0.1168 -0.0553  -0.1387
C4 -2.3311 -0.2282 -1.2776  -0.8854
H5 -3.2743 -0.6135 1.0835  0.2717
H6 -2.6471 0.9195 1.4302  0.2735
H7 -1.6050 -0.4090 1.9805  0.2416
H8 -0.7454 0.3974 -0.1363  0.1164
H9 -3.0880 -1.0150 -1.2597  0.3168
H10 -2.8002 0.6858 -1.6869  0.2828
H11 -1.6428 -0.5976 -2.0513  0.2726

Model Q:
Entry from the OMol25 dataset: 2 unconnected molecules or ions with the total composition C4H11NO (the ωB97M-V functional and the def2-TZVPD basis).

Output
HOMO energy: -8.332 eV
LUMO: 0.87 eV

Last column: Mulliken charge in e.
Atoms and positions in Å:
C1 -0.6892 -0.4892 -1.1140  -1.4021
C2 -0.7937 0.0798 0.4245  0.7356
C3 -1.8041 -0.7622 1.1915  -1.1403
C4 -0.2822 1.2437 0.7371  -0.2991
N1 0.7397 1.9481 -0.0351  -0.4626
H1 -1.5298 -0.3551 -1.8742  0.2512
H2 -0.6636 -1.5675 -1.0445  0.3825
H3 0.3043 -0.2601 -1.5006  0.3639
H4 -1.4996 -1.7666 1.4943  0.2890
H5 -2.6764 -0.9399 0.4543  0.2700
H6 -2.3183 -0.0939 1.9154  0.3070
H7 -0.9611 1.7305 1.4411  0.1965
H8 0.6783 2.9676 0.0827  0.2582
H9 0.6374 1.6272 -0.9808  0.2356
O1 2.4411 -1.5290 -0.8280  -0.6613
H10 2.9852 -2.1337 -0.2848  0.3026
H11 1.7518 -1.0456 -0.2681  0.3733

The energetic minimum among the shown structures is model P; the next structure lies 0.0121 hartree above.